No. 1
This record from the OMol25 dataset describes a structure of composition C9H14F6GeNPReS. The level of theory is ωB97M-V/def2-TZVPD.

Computed properties:
Net charge ... +1
LUMO ... -4.971 eV
ΔE to the lowest compared entry with this formula, charge and spin ... 2.4 kcal per mole

XYZ file:
```
34
Properties=species:S:1:pos:R:3:forces:R:3:lowdin_charge:R:1
Re -0.0452 -0.3575 -0.5299 0.22 0.50 0.25 1.210
S -1.0281 1.5157 -1.2260 0.10 0.13 0.06 0.744
C 0.4999 2.2797 -0.6782 -0.17 0.12 -0.01 -0.633
C 0.9899 3.5588 -0.7659 0.02 0.08 -0.01 -0.031
C 2.2581 3.7845 -0.2355 -0.05 0.05 -0.04 -0.010
C 2.9796 2.7463 0.3361 0.01 -0.07 0.02 -0.021
C 2.4239 1.4804 0.3683 0.05 0.13 -0.02 -0.066
N 1.2067 1.2760 -0.1363 -0.13 -0.34 0.26 -0.163
H 0.4075 4.3480 -1.2188 0.01 0.00 0.00 0.126
H 2.6784 4.7809 -0.2711 0.01 -0.01 0.01 0.128
H 3.9645 2.9029 0.7503 0.00 0.04 -0.01 0.122
H 2.9434 0.6312 0.7887 -0.05 -0.04 -0.01 0.132
C -1.0384 -2.2799 3.7136 -0.08 0.10 0.20 -0.226
Ge -0.3663 -2.6923 1.9540 -0.05 0.38 -0.12 0.811
C -1.5775 -3.8229 0.9500 0.00 -0.04 -0.03 -0.201
C 1.5058 -3.1670 2.0055 0.10 -0.03 -0.05 -0.212
C -0.6563 -0.7457 1.1088 0.12 -0.39 -0.30 -0.349
H -1.0528 -3.1782 4.3320 0.02 -0.01 -0.02 0.038
H -2.0560 -1.8944 3.6491 0.01 0.00 0.06 0.032
H -0.3990 -1.5403 4.1959 -0.05 0.00 0.05 0.033
H -1.1167 -4.7998 0.8040 -0.02 0.00 -0.02 0.039
H -1.8007 -3.4011 -0.0266 -0.05 -0.03 -0.01 0.013
H -2.5026 -3.9447 1.5110 -0.01 -0.01 -0.02 0.034
H 1.5989 -4.2450 1.8707 0.03 0.01 0.00 0.038
H 1.9154 -2.8979 2.9777 0.04 0.01 -0.02 0.030
H 2.0751 -2.6804 1.2180 0.06 -0.01 0.02 0.010
H -1.3601 -0.2738 1.7938 -0.06 0.09 -0.14 0.024
F 1.4572 -1.1518 -1.7707 0.20 -0.11 -0.01 -0.289
P 0.7055 -2.6551 -2.3675 -0.30 -0.05 0.19 0.253
F -0.7327 -1.6505 -2.0686 -0.14 -0.25 0.01 -0.305
F 0.5978 -2.9442 -0.7747 0.09 -0.29 -0.08 -0.203
F 2.0849 -3.3491 -2.4564 0.14 0.04 -0.03 -0.032
F 0.7554 -2.0422 -3.7920 -0.02 0.07 -0.08 -0.045
F -0.1996 -3.8569 -2.7217 -0.03 -0.04 -0.09 -0.031
```
Positions in Å, forces in eV/Å.



No. 2
This record from the OMol25 dataset describes a cluster of 8 separate species, C12H27B2Cl14N4O2 in total at a distorted geometry. The level of theory is ωB97M-V/def2-TZVPD.

Computed properties:
Net charge ... -1
LUMO ... 2.273 eV

XYZ file:
```
61
Properties=species:S:1:pos:R:3:forces:R:3:lowdin_charge:R:1
C 0.4168 -2.4429 2.6069 0.58 0.91 -0.28 -0.126
C 1.3175 -2.3478 1.3061 -0.55 -1.60 -0.21 -0.320
N 0.6484 -1.6620 0.1996 0.27 0.12 1.62 0.026
B 0.7715 -0.1235 0.2467 -0.37 -0.59 -2.45 -0.695
C -0.7164 0.4986 -0.1845 -0.95 -0.22 0.46 -0.134
C -1.7678 0.1350 0.8590 1.17 0.86 -1.38 -0.241
N -2.6307 -0.7665 0.5950 -0.58 0.23 0.78 0.039
O 1.2922 0.4082 1.5899 0.35 0.92 1.27 0.037
C 1.0319 1.6450 1.8050 -0.83 -5.07 -1.22 -0.593
N 0.6169 2.6958 1.7940 -1.62 3.81 0.71 0.125
B 1.8099 0.3492 -1.0345 0.58 -0.02 -0.62 -0.471
N 2.9641 1.3050 -0.9064 -0.32 0.13 -0.42 0.088
O 1.6075 -0.1260 -2.3664 -0.52 0.97 1.14 0.062
H 0.4698 -3.4724 3.0361 -0.37 1.54 -0.26 -0.049
H -0.6164 -2.1385 2.3352 0.55 -0.51 0.07 0.062
H 0.7659 -1.6814 3.3434 -0.21 -0.67 -0.28 0.027
H 2.3474 -1.9793 1.5317 -0.64 0.04 0.07 0.067
H 1.4550 -3.4146 0.9837 0.09 0.70 0.16 0.081
H 0.9280 -2.0356 -0.6980 0.16 0.08 0.19 0.084
H -0.9943 -0.0531 -1.1167 0.29 0.33 0.62 0.086
H -0.6895 1.5732 -0.4659 -0.29 -1.01 0.97 -0.016
H -1.7139 0.6613 1.8373 -0.06 -0.31 -0.41 0.118
H -3.2335 -0.8653 1.4204 0.07 -0.31 -0.16 0.021
H 3.4908 1.1265 -0.0562 -0.20 -0.09 -0.27 -0.021
H 2.6275 2.2645 -0.7899 0.18 -0.21 -0.12 0.026
H 1.8328 0.6288 -2.9304 0.50 -0.43 -0.22 0.071
C 4.1605 3.9148 2.4770 -0.17 -0.23 0.15 -0.962
Cl 5.3426 4.6430 1.3757 0.09 0.13 0.04 0.495
Cl 3.3537 2.5303 1.7418 2.07 0.86 0.60 0.709
H 4.6759 3.5874 3.3754 0.09 0.01 -0.11 0.017
H 3.4121 4.6604 2.7304 0.01 -0.02 -0.15 0.032
C 3.9975 0.2821 4.9866 0.03 0.09 0.03 -1.020
Cl 4.7067 -0.2935 3.4756 0.10 -0.02 0.04 0.504
Cl 2.5483 -0.6316 5.4129 0.01 0.06 0.09 0.526
H 4.7282 0.1709 5.7817 -0.03 -0.10 -0.06 0.020
H 3.7310 1.3288 4.8713 -0.09 -0.09 -0.12 0.012
C -3.4989 -1.0017 -2.6591 0.59 -0.03 -0.14 -1.087
Cl -2.3790 -0.3604 -3.8740 -0.19 -0.28 0.11 0.455
Cl -4.3372 -2.4440 -3.2596 -0.11 -0.04 -0.01 0.480
H -2.9395 -1.2636 -1.7623 -0.03 0.00 -0.03 -0.009
H -4.2288 -0.2434 -2.4286 0.06 0.03 -0.30 -0.068
C -1.6996 3.9315 -2.3398 0.05 0.10 0.02 -0.982
Cl -0.1700 3.2098 -1.8436 0.27 0.74 -0.48 0.625
Cl -2.9497 2.6956 -2.5294 -0.15 0.19 -0.02 0.515
H -2.0197 4.6395 -1.5817 0.04 -0.13 0.06 0.027
H -1.5573 4.4423 -3.2870 -0.02 -0.15 -0.01 0.022
C 3.0431 -5.4244 3.2076 0.07 -0.10 0.03 -0.979
Cl 1.2880 -5.5209 2.9876 0.38 -0.87 0.04 0.575
Cl 3.6071 -3.7560 3.3131 0.12 -0.09 0.11 0.549
H 3.3055 -5.9367 4.1279 -0.10 0.07 -0.01 0.019
H 3.5278 -5.9071 2.3648 -0.10 0.10 -0.04 0.025
C -7.2182 -0.5875 -0.8063 0.08 0.16 0.07 -0.995
Cl -7.7205 -2.1603 -1.4432 -0.13 0.00 0.00 0.488
Cl -5.4823 -0.5407 -0.4817 -0.52 0.07 0.57 0.604
H -7.4604 0.1790 -1.5361 0.05 -0.11 -0.04 0.026
H -7.7536 -0.3985 0.1188 0.04 -0.11 -0.02 0.020
C -1.7453 1.1579 -7.5037 -0.10 -0.12 0.18 -1.025
Cl -0.9234 2.0970 -8.7608 -0.06 0.03 -0.12 0.482
Cl -0.7376 0.9730 -6.0694 0.16 0.14 -0.24 0.491
H -2.6604 1.6708 -7.2252 0.11 0.06 0.00 0.027
H -1.9784 0.1739 -7.8976 0.12 0.04 -0.01 0.027
```
Positions in Å, forces in eV/Å.



No. 3
This record from the OMol25 dataset describes a cluster of 2 separate species, C6H9IN2S in total at a distorted geometry. The level of theory is ωB97M-V/def2-TZVPD.

Computed properties:
LUMO ... -0.480 eV
ΔE to the lowest compared entry with this formula, charge and spin ... 55.7 kcal per mole

XYZ file:
```
19
Properties=species:S:1:pos:R:3:forces:R:3:lowdin_charge:R:1
C -3.8049 0.4201 -0.9103 1.95 0.69 -0.78 -0.072
C -0.0526 -0.0886 -1.4964 -0.23 -0.61 0.90 0.097
C -3.4972 -0.4889 0.2253 0.36 0.88 0.33 -0.338
C 0.9883 -0.5470 1.7497 -0.72 0.25 -2.32 -0.197
C -0.0810 -0.3525 -0.3121 1.25 0.74 -1.05 -0.293
C 0.8115 -0.4385 3.1888 -1.72 -0.06 -0.27 -0.080
N -0.0129 -0.3592 0.9901 -0.29 0.62 1.36 -0.032
N -2.4682 -1.2300 0.2227 -1.52 -0.23 -0.44 -0.459
S -1.9769 -2.2687 1.3553 -0.37 -0.70 0.72 0.362
I -2.8786 -1.4964 3.4811 -0.15 -0.23 -0.13 0.417
H -3.9644 -0.2351 -1.7587 0.10 0.21 -0.59 0.070
H -4.6645 1.1252 -0.8536 0.79 -0.62 0.51 0.083
H -2.7724 0.9616 -1.0260 -2.10 -0.53 -0.36 0.109
H -0.5504 -0.0353 -2.4085 -0.12 0.23 -1.16 0.006
H -4.0875 -0.3048 1.0986 -0.31 -0.40 0.98 0.042
H 1.9048 -0.8034 1.2240 0.62 -0.03 0.59 0.131
H 0.9949 -1.4131 3.5495 0.75 -1.11 1.06 0.067
H -0.2864 -0.2891 3.4061 1.42 0.49 -0.16 0.010
H 1.4957 0.2941 3.5548 0.29 0.42 0.82 0.076
```
Positions in Å, forces in eV/Å.



No. 4
This record from the OMol25 dataset describes a structure of composition CH2NO3S at a distorted geometry. The level of theory is ωB97M-V/def2-TZVPD.

Computed properties:
Net charge ... -1
LUMO ... 3.695 eV
ΔE to the lowest compared entry with this formula, charge and spin ... 18.3 kcal per mole

XYZ file:
```
8
Properties=species:S:1:pos:R:3:forces:R:3:lowdin_charge:R:1
C 0.5375 0.0173 1.9997 0.45 0.31 -0.47 -0.676
N -1.0177 0.1058 -1.6236 0.58 -0.54 1.83 -0.337
O 0.6684 1.1954 2.0022 -0.11 0.89 -0.15 0.032
O 0.3602 -0.9520 2.6562 -0.24 -0.98 0.18 0.054
O 0.8832 -0.5715 0.3067 -0.69 -0.93 1.08 -0.666
S 0.6711 0.2785 -0.9635 0.01 0.87 -1.41 0.669
H -1.1276 -0.8251 -1.9973 0.12 -0.21 -0.32 -0.028
H -0.9751 0.7516 -2.3803 -0.12 0.60 -0.75 -0.049
```
Positions in Å, forces in eV/Å.



No. 5
This record from the OMol25 dataset describes a structure of composition C20H46OP4RuSe at a distorted geometry. The level of theory is ωB97M-V/def2-TZVPD.

Computed properties:
Net charge ... +3
⟨S²⟩ ... 8.7780
Spin multiplicity ... 6
LUMO (spin up / spin down) ... -8.404 / -12.632 eV
ΔE to the lowest compared entry with this formula, charge and spin ... 5.7 kcal per mole

XYZ file:
```
73
Properties=species:S:1:pos:R:3:forces:R:3:lowdin_charge:R:1
Ru 0.3674 -0.2276 -0.3774 0.42 -4.79 2.89 0.681
P 1.9116 1.2660 -0.4149 4.33 3.78 0.35 0.598
P -1.0175 1.1112 0.7986 -3.67 3.56 3.26 0.681
P -0.5892 0.4173 -2.2120 -3.55 1.33 -4.33 0.617
H 2.8885 -5.1128 -3.1872 0.02 0.57 -0.62 0.075
C 3.1897 -4.2598 -3.8277 0.73 0.32 -0.22 -0.067
C 3.0978 -2.9952 -3.3878 0.25 -0.81 -0.21 -0.094
H 2.5892 -2.8062 -2.4402 0.28 0.16 -0.03 0.023
C 3.1021 0.8022 0.8899 0.17 -0.18 0.15 -0.238
C 1.7409 3.0850 -0.1477 -0.18 0.04 -0.01 -0.221
C 2.9284 1.2440 -1.9429 -0.07 -0.24 -0.20 -0.224
C -2.5687 0.3193 1.3873 -0.06 -0.58 -0.06 -0.242
C -0.3930 1.7207 2.4377 0.50 -0.49 0.14 -0.224
C -1.7829 2.7244 0.2208 0.22 -0.17 -0.65 -0.223
C 0.0863 -0.5839 -3.5672 0.39 -0.30 -0.29 -0.235
C -0.5838 2.1372 -2.9427 0.37 0.14 0.27 -0.197
C -2.4084 0.0521 -2.3575 -0.07 -0.19 -0.09 -0.226
H 3.6589 -4.5016 -4.8110 -0.32 0.18 1.04 0.089
H 3.5752 -2.1521 -3.9011 -0.45 -0.35 0.04 0.064
H 3.4118 -0.2370 0.7141 0.06 0.26 0.07 0.052
H 2.6430 0.8516 1.8866 0.04 0.04 -0.31 0.042
H 3.9753 1.4652 0.8592 -0.12 -0.15 0.00 0.072
H 1.2540 3.2977 0.8131 0.13 0.01 -0.39 0.031
H 1.1678 3.5589 -0.9582 0.13 -0.17 0.26 0.046
H 2.7364 3.5615 -0.1236 -0.28 -0.36 -0.06 0.080
H 3.0825 0.1901 -2.2014 0.22 0.24 -0.14 0.033
H 3.8937 1.7388 -1.7592 -0.28 -0.17 0.02 0.079
H 2.4271 1.7580 -2.7798 0.16 -0.25 0.37 0.049
H -3.2654 1.0211 1.8689 0.41 0.01 -0.18 0.077
H -2.2926 -0.4410 2.1304 -0.14 0.03 -0.26 0.031
H -3.0963 -0.1476 0.5444 0.10 0.01 0.25 0.028
H -1.1005 2.3757 2.9710 0.03 -0.24 -0.53 0.079
H 0.5494 2.2724 2.3008 -0.31 -0.35 0.30 0.030
H -0.2336 0.8134 3.0450 0.18 0.57 -0.20 0.026
H -2.3247 3.2431 1.0303 0.30 -0.58 -0.09 0.077
H -2.5146 2.5047 -0.5758 0.36 0.26 0.25 0.038
H -1.0149 3.4220 -0.1419 -0.30 -0.25 -0.03 0.034
H -0.3185 -0.2530 -4.5257 -0.04 0.05 0.01 0.076
H -0.1724 -1.6361 -3.4121 0.03 0.22 0.00 0.020
H 1.1794 -0.5102 -3.5994 -0.20 0.00 -0.04 0.036
H -0.9975 2.0945 -3.9647 0.14 -0.29 0.40 0.079
H 0.4314 2.5509 -3.0200 -0.29 -0.18 0.03 0.035
H -1.1981 2.8584 -2.3814 0.25 -0.48 -0.06 0.044
H -2.7026 0.1029 -3.4204 0.13 0.04 0.37 0.074
H -3.0616 0.7411 -1.7927 0.49 -0.23 -0.20 0.049
H -2.5962 -0.9721 -1.9981 0.07 0.36 -0.13 0.015
C -1.5755 -3.7090 -1.5439 -0.63 0.71 0.45 -0.526
C -0.2468 -3.8723 -1.9852 0.52 -0.47 0.24 -0.092
C -0.0113 -4.2600 -3.3068 0.35 0.33 1.22 -0.033
C -1.0640 -4.4227 -4.2075 -0.72 -0.14 -0.11 0.029
C -2.3572 -4.0895 -3.8128 -0.63 0.14 0.34 -0.006
C -2.6038 -3.6821 -2.5030 -0.37 -0.01 -0.70 -0.119
Se -2.3375 -3.5698 0.2526 1.18 -0.73 -1.84 1.121
H -1.5293 -4.7613 0.5601 0.09 0.15 0.62 -0.052
H 0.5814 -3.6869 -1.2872 -0.30 -0.39 -0.37 0.103
H 1.0092 -4.4024 -3.6469 -0.31 0.03 0.14 0.065
H -0.8772 -4.7946 -5.2131 0.00 0.17 0.16 0.146
H -3.2004 -4.1475 -4.4978 0.25 -0.01 0.03 0.138
H -3.5925 -3.3741 -2.1780 -0.10 -0.20 -0.27 0.109
C -0.6538 -2.8906 3.6976 -0.27 0.15 -0.85 -0.166
P 0.8340 -2.1622 2.9688 -0.06 -0.75 1.98 0.555
C 1.6014 -1.5332 4.4782 0.74 0.29 -0.91 -0.152
C 1.8906 -3.4752 2.3552 0.02 0.28 0.10 -0.144
O 0.5601 -1.1165 1.9128 -0.20 0.39 -1.47 -0.504
H -1.1772 -3.3976 2.8659 -0.06 -0.07 0.73 -0.003
H -1.2820 -2.0648 4.0699 0.14 -0.34 -0.09 0.071
H -0.4086 -3.5660 4.5377 -0.15 0.20 -0.60 0.087
H 1.6301 -2.3249 5.2384 0.08 0.23 -0.23 0.081
H 2.6244 -1.2239 4.1924 -0.34 -0.03 0.52 0.070
H 1.0458 -0.6710 4.8523 0.05 -0.08 0.03 0.065
H 1.6330 -3.6698 1.3174 -0.02 -0.19 -0.10 0.037
H 2.9107 -3.0790 2.3885 -0.01 -0.30 -0.03 0.070
H 1.8049 -4.3868 2.9578 0.12 0.22 -0.13 0.082
```
Positions in Å, forces in eV/Å.